# C18H24Br4MgN6O5P2S2

A molecular structure, C18H24Br4MgN6O5P2S2 (ωB97M-V/def2-TZVPD, the OMol25 dataset).

Output
total charge	-2
max |F|	0.582	eV/Å
HOMO	-1.2309	eV
ΔE to the lowest compared entry with this formula, charge and spin	0.104	eV

Last column: natural (NBO) charge in e.
Atoms and positions in Å:
Mg 2.175 0.082 -1.144  1.737
C -0.665 -0.534 3.764  -0.398
N 0.176 -0.978 2.677  -0.814
C 1.413 -1.637 3.067  -0.405
P -0.220 -0.941 1.093  2.545
O 0.948 -1.028 0.221  -1.148
O -1.029 0.447 1.000  -1.118
P -0.953 1.494 -0.235  2.516
O 0.160 1.185 -1.136  -1.124
N -2.378 1.387 -1.063  -0.812
C -2.459 0.625 -2.297  -0.413
C -3.636 1.796 -0.492  -0.396
N -0.982 2.923 0.555  -0.825
C -0.876 4.116 -0.276  -0.413
C -0.889 3.159 1.982  -0.396
N -1.317 -2.124 0.702  -0.806
C -2.647 -2.050 1.270  -0.402
C -1.309 -2.615 -0.678  -0.414
H -1.095 -1.378 4.319  0.168
H -1.477 0.092 3.399  0.209
H -0.070 0.064 4.461  0.201
H 1.207 -2.581 3.582  0.164
H 1.975 -0.972 3.726  0.206
H 2.027 -1.821 2.187  0.263
H -1.459 0.348 -2.624  0.276
H -2.935 1.227 -3.077  0.179
H -3.051 -0.288 -2.164  0.168
H -3.468 2.387 0.407  0.214
H -4.263 0.934 -0.228  0.171
H -4.197 2.412 -1.203  0.183
H -0.666 3.841 -1.309  0.233
H -0.046 4.735 0.066  0.232
H -1.802 4.701 -0.241  0.166
H -0.761 2.227 2.519  0.218
H -1.795 3.660 2.349  0.162
H -0.027 3.790 2.204  0.228
H -2.613 -1.775 2.324  0.199
H -3.122 -3.031 1.196  0.194
H -3.280 -1.322 0.745  0.173
H -0.291 -2.696 -1.048  0.263
H -1.861 -1.954 -1.353  0.179
H -1.775 -3.602 -0.695  0.187
Br 3.513 -6.527 -2.586  0.014
C 2.812 -4.761 -2.635  -0.156
C 1.701 -4.469 -3.390  -0.190
Br 0.820 -5.817 -4.397  0.012
C 1.213 -3.145 -3.417  -0.226
Br -0.318 -2.670 -4.444  -0.005
C 1.822 -2.106 -2.723  0.264
O 1.405 -0.888 -2.713  -0.871
C 2.990 -2.422 -1.899  0.367
O 3.503 -1.467 -1.217  -0.859
C 3.445 -3.740 -1.900  -0.268
Br 4.951 -4.088 -0.797  0.011
S 3.105 1.036 1.146  -0.468
C 2.795 2.717 0.843  -0.337
C 2.670 3.568 1.995  0.311
N 2.560 4.226 2.938  -0.444
C 2.696 3.280 -0.403  -0.321
S 2.830 2.428 -1.908  -0.456
C 2.493 4.701 -0.489  0.309
N 2.328 5.842 -0.557  -0.438

# C18H24ClN3O2

A single C18H24ClN3O2 molecule (ωB97M-V/def2-TZVPD, the OMol25 dataset).

Output
total charge	0
max |F|	0.845	eV/Å
HOMO	-8.6401	eV
ΔE to the lowest compared entry with this formula, charge and spin	0.694	eV
SMILES string	COc1ccccc1CCNC(=O)c1c(C)nn(CC(C)C)c1Cl

Last column: natural (NBO) charge in e.
Atoms and positions in Å:
C 1.734 -2.804 1.385  -0.248
O 0.392 -2.843 0.969  -0.531
C -0.385 -3.891 1.388  0.367
C 0.056 -4.900 2.234  -0.311
C -0.804 -5.920 2.608  -0.200
C -2.104 -5.943 2.144  -0.235
C -2.543 -4.937 1.298  -0.183
C -1.704 -3.909 0.907  -0.084
C -2.185 -2.810 0.006  -0.433
C -2.368 -1.478 0.768  -0.223
N -1.517 -0.436 0.249  -0.616
C -2.022 0.650 -0.381  0.672
O -3.220 0.859 -0.465  -0.637
C -1.031 1.587 -0.944  -0.278
C -1.353 2.826 -1.565  0.201
C -2.696 3.421 -1.753  -0.639
N -0.261 3.432 -1.984  -0.272
N 0.772 2.647 -1.675  -0.177
C 2.121 3.050 -1.962  -0.215
C 2.799 3.702 -0.746  -0.219
C 2.120 5.025 -0.408  -0.611
C 4.282 3.910 -1.038  -0.604
C 0.352 1.533 -1.043  0.148
Cl 1.488 0.355 -0.555  0.034
H 2.167 -1.920 0.919  0.194
H 1.817 -2.711 2.473  0.179
H 2.286 -3.689 1.052  0.180
H 1.066 -4.904 2.611  0.215
H -0.446 -6.696 3.268  0.213
H -2.774 -6.737 2.435  0.214
H -3.558 -4.950 0.929  0.211
H -1.453 -2.654 -0.789  0.225
H -3.127 -3.106 -0.456  0.218
H -3.392 -1.113 0.672  0.242
H -2.146 -1.625 1.830  0.195
H -0.527 -0.622 0.266  0.405
H -2.602 4.371 -2.270  0.222
H -3.325 2.742 -2.324  0.240
H -3.177 3.565 -0.788  0.235
H 2.690 2.173 -2.284  0.214
H 2.065 3.767 -2.783  0.230
H 2.700 3.022 0.108  0.200
H 2.269 5.741 -1.213  0.204
H 1.050 4.886 -0.272  0.225
H 2.534 5.442 0.507  0.209
H 4.411 4.554 -1.904  0.204
H 4.776 2.961 -1.236  0.207
H 4.770 4.378 -0.187  0.215

# C18H24ClN3O4S

A single C18H24ClN3O4S molecule (ωB97M-V/def2-TZVPD, the OMol25 dataset).

Output
total charge	0
max |F|	0.951	eV/Å
HOMO	-8.0031	eV
SMILES string	COc1cc(NC(=O)C2=C(C)OCCS2)c(Cl)cc1C(=O)NCCN(C)C

Last column: natural (NBO) charge in e.
Atoms and positions in Å:
C -1.216 -2.232 0.770  -0.254
O -1.754 -0.927 0.700  -0.535
C -0.913 0.129 0.489  0.418
C 0.462 -0.043 0.396  -0.357
C 1.323 1.026 0.176  0.175
N 2.696 0.886 0.087  -0.619
C 3.450 -0.254 0.152  0.668
O 2.973 -1.368 0.277  -0.626
C 4.904 -0.019 0.060  -0.406
C 5.780 -1.038 -0.096  0.409
C 5.374 -2.467 -0.277  -0.657
O 7.130 -0.941 -0.147  -0.480
C 7.758 0.287 0.144  -0.079
C 7.093 1.450 -0.569  -0.551
S 5.448 1.682 0.158  0.224
C 0.765 2.303 0.038  -0.089
Cl 1.797 3.671 -0.243  0.001
C -0.596 2.480 0.123  -0.154
C -1.465 1.416 0.354  -0.228
C -2.914 1.792 0.401  0.667
O -3.287 2.900 0.052  -0.644
N -3.765 0.865 0.884  -0.619
C -5.189 1.096 0.914  -0.251
C -5.878 0.878 -0.454  -0.219
N -5.886 -0.457 -1.004  -0.441
C -6.514 -1.449 -0.164  -0.411
C -4.626 -0.918 -1.543  -0.408
H -0.538 -2.339 1.621  0.188
H -0.693 -2.499 -0.151  0.189
H -2.072 -2.892 0.905  0.200
H 0.908 -1.017 0.493  0.268
H 3.182 1.766 -0.060  0.425
H 4.964 -2.858 0.651  0.247
H 4.601 -2.562 -1.034  0.244
H 6.254 -3.038 -0.558  0.224
H 8.793 0.163 -0.188  0.202
H 7.749 0.465 1.228  0.190
H 7.640 2.377 -0.419  0.243
H 6.983 1.244 -1.634  0.228
H -1.036 3.459 0.007  0.262
H -3.417 -0.057 1.089  0.419
H -5.630 0.450 1.675  0.195
H -5.347 2.142 1.194  0.226
H -6.921 1.192 -0.346  0.193
H -5.399 1.538 -1.180  0.212
H -6.708 -2.341 -0.762  0.200
H -7.464 -1.063 0.200  0.200
H -5.899 -1.748 0.700  0.153
H -4.166 -0.119 -2.120  0.205
H -3.912 -1.252 -0.777  0.160
H -4.824 -1.759 -2.211  0.192

# C18H24CrN5OS2Te

A molecular structure, C18H24CrN5OS2Te at a distorted geometry (ωB97M-V/def2-TZVPD, the OMol25 dataset).

Output
2S+1	5
total charge	+1
max |F|	3.187	eV/Å
HOMO (alpha / beta)	-9.2374 / -9.3910	eV

Last column: natural (NBO) charge in e.
Atoms and positions in Å:
Cr -0.608 -0.621 -0.701  0.955
C -0.568 0.265 4.709  -0.411
N -0.808 1.183 3.631  -0.331
C -1.212 2.487 3.735  -0.033
C -1.395 2.962 2.484  -0.073
N -1.096 1.945 1.595  -0.379
C -0.736 0.847 2.321  0.284
S -0.158 -0.636 1.774  -0.221
C -1.126 2.091 0.197  0.379
C -0.712 3.295 -0.360  -0.261
C -0.775 3.464 -1.736  -0.118
C -1.347 2.448 -2.499  -0.233
C -1.772 1.291 -1.880  0.025
N -1.562 1.041 -0.552  -0.530
H -0.622 0.795 5.655  0.229
H 0.416 -0.193 4.602  0.236
H -1.319 -0.527 4.696  0.234
H -1.349 2.980 4.675  0.248
H -1.726 3.925 2.161  0.247
H -0.330 4.078 0.276  0.242
H -0.442 4.379 -2.195  0.242
H -1.471 2.572 -3.562  0.249
H -2.406 0.581 -2.400  0.261
C 2.348 0.685 -2.131  -0.396
N 3.079 -0.445 -1.589  -0.418
C 4.516 -0.379 -1.755  -0.407
C 2.372 -1.450 -1.011  0.820
O 1.113 -1.408 -1.053  -0.787
N 2.929 -2.546 -0.452  -0.415
C 2.004 -3.605 -0.079  -0.399
C 4.242 -2.679 0.144  -0.406
H 2.784 0.980 -3.084  0.216
H 2.382 1.542 -1.451  0.194
H 1.303 0.418 -2.316  0.210
H 4.739 0.297 -2.579  0.222
H 4.925 -1.353 -2.004  0.221
H 5.012 0.019 -0.867  0.200
H 1.269 -3.755 -0.869  0.233
H 1.474 -3.359 0.847  0.200
H 2.567 -4.523 0.060  0.215
H 4.746 -1.727 0.234  0.213
H 4.857 -3.368 -0.438  0.210
H 4.132 -3.082 1.152  0.215
Te -1.674 -2.511 -2.203  -0.033
C -3.484 -1.720 -1.482  -0.495
C -3.733 -1.338 -0.195  -0.319
C -5.024 -0.795 -0.023  -0.262
C -5.737 -0.767 -1.178  -0.419
S -4.847 -1.412 -2.497  0.466
H -3.029 -1.496 0.613  0.216
H -5.405 -0.451 0.922  0.224
H -6.737 -0.421 -1.345  0.241

| no. | energy (eV) |
| --- | --- |
| 1 | -364107.4577 |
| 2 | -40143.7573 |
| 3 | -55073.7142 |
| 4 | -85933.6628 |